Entry 1:
C11H44I2O11Tl as an isolated structure. Source: OMol25; level of theory: wB97M-V/def2-TZVPD.

The geometry in XYZ format:
```
69
Properties=species:S:1:pos:R:3:lowdin_charge:R:1
Tl -0.26646 0.15243 -0.44927 1.032
I -3.10209 -2.67950 -0.51955 0.332
I 0.31203 3.89689 0.49445 0.378
C 1.60304 2.28650 -3.43853 -0.130
O 0.35444 1.90816 -2.89855 -0.213
H 2.29444 2.16255 -2.60505 0.069
H 1.86488 1.75387 -4.35277 0.089
H 1.57258 3.35448 -3.65442 0.088
H -0.27322 2.11136 -3.59594 0.072
C -2.57210 -0.67223 -3.65438 -0.235
O -1.30659 -0.45435 -3.22620 -0.204
H -2.63806 -1.74309 -3.84683 0.077
H -3.35126 -0.36968 -2.95477 0.061
H -2.85789 -0.11410 -4.54595 0.092
H -0.80746 -0.31237 -4.03386 0.092
C -2.79044 4.69105 3.48635 -0.115
O -2.20053 3.52931 2.92998 -0.196
H -3.74316 4.93553 3.01661 0.084
H -2.92540 4.48645 4.54843 0.086
H -2.08679 5.51764 3.38769 0.084
H -1.51181 3.78110 2.31040 -0.107
C 0.87538 -2.97772 -2.65200 -0.154
O 1.20145 -1.65347 -2.43043 -0.179
H 1.73541 -3.58212 -2.36364 0.070
H 0.02242 -3.33622 -2.07578 0.073
H 0.71527 -3.12029 -3.72071 0.092
H 2.03182 -1.49449 -2.88520 0.093
C -3.74974 0.79075 1.86846 -0.113
O -2.40522 1.26044 1.52114 -0.245
H -4.35170 1.67217 2.08950 0.083
H -4.12937 0.25952 0.99566 0.054
H -3.81525 0.11338 2.71992 0.073
H -2.26936 2.04585 2.05619 -0.004
C 3.57142 1.32831 0.07341 -0.106
O 2.72691 0.36029 -0.64148 -0.210
H 4.04351 2.02634 -0.61796 0.077
H 2.99412 1.90018 0.79991 0.049
H 4.41840 0.82034 0.53458 0.080
H 3.26302 -0.25088 -1.15204 0.059
C -0.98080 -1.54246 3.49599 -0.126
O -1.24316 -1.30115 2.13353 -0.259
H -0.25808 -0.81081 3.85720 0.066
H -1.90834 -1.35715 4.03767 0.085
H -0.70975 -2.58780 3.64396 0.088
H -2.00095 -1.84386 1.90373 -0.042
C -3.61718 2.69284 -1.32503 -0.116
O -2.42535 1.98864 -1.66999 -0.222
H -3.39485 3.75632 -1.23731 0.087
H -4.32763 2.48346 -2.12473 0.088
H -4.05150 2.35601 -0.38375 0.069
H -2.28252 2.36044 -2.54346 0.064
C 2.25679 -0.20010 2.73240 -0.131
O 1.07133 0.49378 2.34687 -0.201
H 2.02461 -0.89381 3.54046 0.083
H 2.75861 -0.75814 1.94190 0.062
H 2.99698 0.50591 3.10894 0.084
H 0.60362 0.86203 3.10002 0.081
C 0.98824 -3.61570 0.93073 -0.108
O 1.30141 -2.29552 0.43016 -0.212
H 1.63319 -3.92293 1.75399 0.090
H -0.05245 -3.71849 1.23813 0.066
H 1.16145 -4.29754 0.09817 0.067
H 2.25423 -2.23612 0.32923 0.003
C 4.20742 -3.77141 -0.37767 -0.095
O 3.98220 -2.39213 -0.04592 -0.144
H 3.27197 -4.05609 -0.85932 0.060
H 4.97611 -3.81163 -1.14942 0.091
H 4.46051 -4.43417 0.44985 0.096
H 4.85722 -2.03679 0.12636 0.097
```

Values from the calculation:
- net charge = +1
- LUMO energy (eV) = -7.95
- HOMO energy (eV) = -10.87

---

Entry 2:
A 14-piece molecular cluster, C16H60N8O14 overall. Source: OMol25; level of theory: wB97M-V/def2-TZVPD.

The geometry in XYZ format:
```
98
Properties=species:S:1:pos:R:3:lowdin_charge:R:1
C 0.68739 2.44777 -2.40011 -0.087
C 0.94406 1.59371 -3.62577 -0.344
O 2.08865 2.12344 -4.18244 -0.065
H 0.49860 3.49488 -2.70351 0.080
H 1.57228 2.62569 -1.73266 0.082
H -0.13973 2.11137 -1.81398 0.032
H 0.14029 1.64858 -4.41191 0.127
H 1.03466 0.55494 -3.33939 0.081
H 2.15104 1.67719 -5.02805 0.090
C -0.47690 -0.53854 -0.13611 -0.035
C 0.92174 -0.13918 0.36575 -0.271
O 1.90290 -1.02611 -0.11250 -0.132
H -1.24612 0.14341 0.24873 0.046
H -0.71540 -1.53049 0.34112 0.077
H -0.48207 -0.58640 -1.22940 0.077
H 0.93452 -0.08144 1.41386 0.068
H 1.20902 0.80033 0.01662 0.085
H 1.89471 -0.99589 -1.08588 0.073
C -2.59153 3.79734 -0.79970 -0.568
O -2.46022 2.38519 -0.87822 -0.156
N -1.55454 4.54729 -0.55266 0.172
N -3.72347 4.37758 -0.65043 0.166
H -0.74561 4.13647 -0.15538 0.031
H -1.41310 5.48657 -0.94459 0.138
H -4.62887 3.81843 -0.75220 0.165
H -3.83942 5.38440 -0.51834 0.131
C -4.98522 1.43065 1.63411 -0.613
O -6.02950 0.69883 2.18180 -0.143
N -4.40422 2.44147 2.25196 0.124
N -4.48961 1.25499 0.44011 0.171
H -4.58715 2.51231 3.27525 0.129
H -3.69200 3.10737 1.88440 0.112
H -4.84756 0.47833 -0.10394 0.065
H -3.57596 1.54823 0.19249 0.026
C 0.98732 -4.22448 1.14426 -0.636
O 1.15580 -4.74360 -0.13049 -0.131
N 0.80200 -5.08192 2.10753 0.122
N 1.42463 -3.03800 1.49750 0.188
H 0.74777 -6.06441 1.74374 0.141
H 1.31970 -4.93722 2.98173 0.113
H 1.57747 -2.31617 0.74722 0.066
H 1.30593 -2.71856 2.46980 0.047
C 5.14256 -0.73296 1.64412 -0.646
O 5.58298 -1.66881 0.70514 -0.129
N 3.90146 -0.55735 1.91833 0.178
N 6.01959 -0.10993 2.36364 0.160
H 3.28519 -0.83765 1.19561 0.053
H 3.50471 0.09466 2.66892 0.150
H 6.96147 -0.36363 2.14736 0.114
H 5.85352 0.22204 3.29161 0.105
C -2.22205 -4.21897 0.30482 -0.184
O -2.82836 -4.93078 -0.75632 -0.110
H -1.69115 -3.41054 -0.16017 0.058
H -1.53354 -4.90233 0.81876 0.062
H -2.95953 -3.90360 1.09066 0.091
H -3.10164 -5.76607 -0.38670 0.071
C -1.16498 1.47356 2.56083 -0.155
O 0.04356 1.99822 2.99973 -0.117
H -1.96026 1.80863 3.22485 0.079
H -1.21424 0.36772 2.65824 0.088
H -1.30258 1.93156 1.61402 0.057
H 0.09782 1.74462 3.92378 0.095
C 0.82276 -1.23407 4.02574 -0.180
O 1.02280 -2.57444 4.07003 -0.101
H 0.08746 -1.01076 3.26879 0.057
H 1.84144 -0.84935 3.76078 0.095
H 0.53594 -0.66964 4.89952 0.086
H 0.26184 -3.05351 4.38817 0.111
C -4.18455 -1.61520 -0.19042 -0.124
O -4.89514 -0.94182 -1.25484 -0.133
H -3.24148 -1.12913 -0.09780 0.045
H -4.07280 -2.71754 -0.33362 0.075
H -4.74455 -1.40672 0.72709 0.086
H -4.48027 -1.32571 -2.02870 0.062
C 2.61870 -2.83860 -2.57140 -0.143
O 1.72771 -1.80657 -2.95086 -0.138
H 3.65236 -2.70462 -3.03398 0.100
H 2.26734 -3.80705 -2.81931 0.070
H 2.86284 -2.77665 -1.53977 0.055
H 1.61233 -1.78188 -3.91242 0.096
C -2.46311 0.07379 -3.50894 -0.159
O -1.66329 -0.86046 -4.23311 -0.114
H -2.40590 -0.15157 -2.42703 0.061
H -3.52472 0.05326 -3.76645 0.078
H -2.16552 1.09954 -3.63341 0.063
H -1.99022 -1.73263 -3.98622 0.078
C 4.55036 0.26090 -1.80785 -0.136
O 5.28331 1.12948 -2.67532 -0.109
H 4.79239 -0.81705 -2.06719 0.100
H 3.52859 0.47939 -1.99583 0.042
H 4.75221 0.48142 -0.74260 0.068
H 4.74748 1.88346 -2.81113 0.035
C 1.53373 4.50918 0.79299 -0.083
O 0.52107 3.44916 0.79021 -0.171
H 1.16880 5.27629 1.44815 0.071
H 1.60615 4.90445 -0.16273 0.050
H 2.55117 4.18460 1.19816 0.111
H 0.39593 3.17733 1.70375 0.031
```

Values from the calculation:
- LUMO energy (eV) = -0.32
- HOMO energy (eV) = -8.49

---

Entry 3:
A 2-piece molecular cluster, C4H13NO2 overall. Source: OMol25; level of theory: wB97M-V/def2-TZVPD.

The geometry in XYZ format:
```
20
Properties=species:S:1:pos:R:3:lowdin_charge:R:1
C 1.82521 -0.61270 -0.42822 -0.118
N 0.49742 -1.05676 0.01626 -0.099
C -0.57230 -0.11263 -0.31999 -0.402
C -0.86738 -0.08222 -1.80923 -0.075
C -0.35739 1.31028 0.19452 -0.223
O -1.63502 1.86417 0.53898 -0.055
H 2.64738 -1.24602 -0.10642 0.080
H 2.05926 0.31919 0.12586 0.073
H 1.88208 -0.22607 -1.44658 0.074
H 0.34565 -1.92325 -0.48756 0.106
H -1.50552 -0.51082 0.10399 0.143
H -1.77576 0.46842 -2.07939 0.086
H -1.04078 -1.06348 -2.27434 0.081
H -0.09187 0.42564 -2.38757 0.070
H 0.38371 1.33629 0.99770 0.110
H 0.00636 2.00020 -0.57512 0.123
H -1.72861 1.75964 1.48013 0.076
O -0.35553 -0.99289 2.96708 -0.066
H 0.03087 -1.26620 2.11744 0.003
H 0.25222 -0.39080 3.37249 0.013
```

Values from the calculation:
- structure (SMILES) = CN[C@H](C)CO.O
- LUMO energy (eV) = 0.83
- HOMO energy (eV) = -9.41

---

Entry 4:
An isolated ion of composition C4H2N3O2 and charge -1. Source: OMol25; level of theory: wB97M-V/def2-TZVPD.

The geometry in XYZ format:
```
11
Properties=species:S:1:pos:R:3:lowdin_charge:R:1
H -0.48838 -2.21104 0.33841 0.030
N 0.14588 -1.52109 0.04023 0.130
C 0.15222 -0.32477 0.40021 -0.231
C -1.11035 0.37699 1.03509 -0.756
O -1.51872 1.02753 0.06176 -0.039
O -1.51444 0.16270 2.13224 0.025
C 1.31308 0.75249 -0.00804 -0.304
C 2.53505 0.37082 0.57018 -0.214
N 3.52908 -0.00825 0.96842 0.151
N 1.20924 1.86773 -0.61329 0.165
H 0.23704 1.90710 -0.90874 0.044
```

Values from the calculation:
- net charge = -1
- structure (SMILES) = [H]/N=C(C(=O)[O-])/C(C#N)=N\[H]
- LUMO energy (eV) = 3.60
- HOMO energy (eV) = -4.40

---

Entry 5:
One molecule with the formula C4H8O. Source: OMol25; level of theory: wB97M-V/def2-TZVPD.

The geometry in XYZ format:
```
13
Properties=species:S:1:pos:R:3:lowdin_charge:R:1
C -2.12106 -0.05478 0.02028 -0.136
C -0.65218 0.24842 -0.19080 -0.166
C 0.09006 -0.79411 0.00369 -0.195
O 1.47879 -0.88225 -0.13008 -0.153
C 2.23327 0.33769 0.05077 -0.099
H -2.41299 -0.29656 1.06547 0.074
H -2.79961 0.82738 -0.26523 0.088
H -2.37924 -0.94749 -0.59178 0.074
H -0.35922 1.31010 -0.28728 0.111
H -0.39820 -1.74953 0.03583 0.122
H 1.86113 0.83121 1.02695 0.117
H 2.18642 1.06423 -0.82940 0.102
H 3.27283 0.10569 0.09157 0.061
```

Values from the calculation:
- structure (SMILES) = C/C=C/OC
- LUMO energy (eV) = 1.11
- HOMO energy (eV) = -8.79